[1]
DFT (the ωB97M-V functional and the def2-TZVPD basis) results for a molecular structure, C19H43OP3S2Tl at a distorted geometry.

Values from the calculation:
E_LUMO (spin up / spin down)	-10.54 / -12.30	eV
HOMO-LUMO gap (spin up / spin down)	5.44 / 3.38	eV
E_HOMO (spin up / spin down)	-15.98 / -15.68	eV

The geometry in ORCA input format:
```
! wB97M-V def2-TZVPD RIJCOSX def2/J DEFGRID3
* xyz 3 1
Tl -0.077 -0.790 -0.301
P -0.176 -3.150 -1.561
P -1.609 -2.267 2.164
P 0.071 1.198 -2.091
H 0.980 0.835 3.573
C 0.747 1.685 2.934
C -0.463 2.277 2.928
H -1.287 1.922 3.554
C 1.542 -3.668 -1.169
C -1.305 -4.521 -1.114
C -0.265 -2.900 -3.372
C -1.973 -1.385 3.717
C -3.040 -3.408 2.091
C -0.313 -3.410 2.784
C -0.008 2.876 -1.338
C -0.868 1.179 -3.659
C 1.782 0.649 -2.482
H 1.545 2.025 2.266
H -0.695 3.106 2.260
H 1.862 -4.543 -1.743
H 1.625 -3.894 -0.093
H 2.247 -2.844 -1.373
H -1.230 -5.391 -1.794
H -2.345 -4.147 -1.133
H -1.119 -4.876 -0.090
H -0.040 -3.823 -3.924
H 0.426 -2.110 -3.711
H -1.282 -2.562 -3.641
H -1.853 -2.069 4.567
H -3.004 -1.003 3.684
H -1.272 -0.537 3.812
H -2.963 -4.172 2.876
H -3.076 -3.886 1.104
H -3.963 -2.833 2.228
H -0.654 -3.854 3.724
H 0.600 -2.821 2.955
H -0.111 -4.190 2.040
H 0.562 3.673 -1.855
H 0.339 2.837 -0.287
H -1.066 3.192 -1.290
H -0.408 1.789 -4.455
H -1.890 1.552 -3.473
H -0.970 0.141 -4.026
H 2.326 1.311 -3.161
H 1.804 -0.373 -2.893
H 2.350 0.554 -1.545
C 4.409 3.758 0.316
C 5.781 3.531 0.143
C 6.717 4.144 0.980
C 6.312 5.061 1.941
C 4.955 5.407 2.035
C 4.024 4.794 1.202
S 3.182 2.908 -0.604
H 3.241 1.535 -0.294
H 6.080 2.883 -0.662
H 7.765 3.893 0.861
H 7.042 5.513 2.609
H 4.637 6.156 2.764
H 2.984 5.121 1.228
C -5.428 -0.412 -2.265
S -3.942 -0.589 -1.255
C -4.495 0.388 0.178
O -3.823 -2.017 -0.802
H -5.612 0.642 -2.474
H -6.277 -0.861 -1.728
H -5.246 -0.951 -3.205
H -5.588 0.433 0.178
H -4.131 -0.107 1.089
H -4.070 1.397 0.080
*
```

***

[2]
DFT (the ωB97M-V functional and the def2-TZVPD basis) results for a molecular structure, C19H44F2NNbO12P at a distorted geometry.

Values from the calculation:
E_LUMO	1.19	eV
HOMO-LUMO gap	5.75	eV
E_HOMO	-4.56	eV

The geometry in ORCA input format:
```
! wB97M-V def2-TZVPD RIJCOSX def2/J DEFGRID3
* xyz -1 1
O 3.599 -4.240 -0.339
C 3.544 -2.917 -0.167
O 4.258 -1.898 -0.952
C 3.919 -1.951 -2.383
C 2.322 -1.773 -2.725
C 1.986 -0.604 -3.824
C 0.556 0.167 -3.607
Nb -1.276 -1.181 -3.506
N -2.605 0.413 -4.115
C -3.189 1.162 -2.932
O -3.871 0.613 -1.915
F -3.052 2.663 -2.900
C -3.724 -0.134 -4.992
O -5.041 0.093 -4.766
F -3.421 -0.997 -6.194
P -3.370 -2.711 -3.330
O -2.762 -4.257 -3.959
O -3.480 -3.018 -1.584
H 2.890 -2.523 0.745
H 4.489 -1.078 -2.961
H 4.277 -2.975 -2.830
H 1.631 -1.624 -1.793
H 1.981 -2.802 -3.224
H 2.833 0.229 -3.706
H 2.139 -1.037 -4.918
H 0.599 0.849 -2.656
H 0.428 0.900 -4.541
H -1.491 -0.639 -1.769
H -0.312 -2.648 -2.988
H -1.076 -1.650 -5.279
H -1.798 -4.270 -3.623
H -3.813 -3.954 -1.419
C 2.638 2.054 0.759
O 1.606 1.086 0.599
C 1.923 -0.157 1.233
C 1.211 -0.291 2.583
O 1.693 0.670 3.527
C 0.824 1.791 3.649
H 2.231 3.034 0.497
H 3.007 2.095 1.787
H 3.465 1.824 0.080
H 3.008 -0.272 1.345
H 1.569 -0.953 0.569
H 1.430 -1.282 2.997
H 0.123 -0.211 2.467
H -0.041 1.520 4.262
H 0.486 2.160 2.679
H 1.371 2.594 4.150
C -0.970 -6.417 2.378
O -1.362 -5.777 3.589
C -0.356 -4.887 4.084
C -0.684 -3.430 3.744
O -0.635 -3.199 2.332
C -1.929 -3.194 1.740
H -1.860 -6.858 1.921
H -0.527 -5.714 1.666
H -0.256 -7.216 2.599
H 0.634 -5.169 3.704
H -0.340 -4.999 5.173
H 0.076 -2.785 4.199
H -1.659 -3.138 4.152
H -2.426 -2.241 1.949
H -2.550 -4.018 2.096
H -1.810 -3.296 0.658
C -0.591 4.680 -0.126
O 0.538 5.292 0.490
C 0.654 6.679 0.158
C 0.129 7.570 1.288
O -1.283 7.411 1.467
C -1.596 6.552 2.558
H -0.774 3.723 0.370
H -1.491 5.294 -0.037
H -0.376 4.493 -1.182
H 0.142 6.897 -0.788
H 1.720 6.885 0.015
H 0.299 8.617 1.016
H 0.664 7.376 2.226
H -1.467 7.093 3.500
H -0.980 5.650 2.564
H -2.643 6.252 2.466
*
```

***

Taking the records one at a time from the top gives total energy values of -76649.324, -62737.405 eV.
Taking the records one at a time from the top gives energy relative to the best compared isomer or geometry (same formula, charge and spin) values of 150.7, 658.0 kJ/mol.